The following is a quantum chemistry calculation of a molecular structure, C25H50ClNOsP2SSi2 in a non-equilibrium geometry, from the Open Molecules 2025 dataset.

Last column: Löwdin charge in e.
Geometry (Å):
Os1 -0.04113 -0.00710 -0.29454  0.91
C1 2.08263 -0.13427 -1.66292  -0.17
C2 1.32510 -1.33042 -1.82836  -0.37
C3 0.02930 -0.91070 -2.33486  -0.24
Si1 2.02391 -2.99965 -1.38571  0.49
C4 0.02795 0.50865 -2.46112  -0.24
C5 1.32390 1.01411 -2.03686  -0.37
Si2 2.01956 2.73510 -1.89106  0.49
H1 3.09130 -0.09772 -1.26538  0.10
H2 -0.75391 -1.57371 -2.66909  0.11
H3 -0.75769 1.10167 -2.90306  0.11
Cl1 -5.37487 0.18487 1.97709  -0.77
C6 3.88001 2.64076 -1.78956  -0.18
C7 1.52688 3.79854 -3.33804  -0.17
C8 3.88338 -2.87934 -1.29145  -0.18
C9 1.54017 -4.29968 -2.62717  -0.17
H4 2.18600 3.58298 -4.19999  0.04
H5 1.64504 4.86930 -3.09988  0.04
H6 0.49255 3.64647 -3.67784  0.03
H7 4.21320 2.11837 -0.87982  0.04
H8 4.31291 3.65157 -1.77085  0.04
H9 4.30707 2.11057 -2.65718  0.05
H10 2.17894 -4.21409 -3.52628  0.04
H11 0.49660 -4.23190 -2.96588  0.03
H12 1.69182 -5.31286 -2.21741  0.04
H13 4.31434 -2.50785 -2.23613  0.05
H14 4.32076 -3.86838 -1.09171  0.04
H15 4.20670 -2.20239 -0.48624  0.04
C10 1.37726 3.42038 -0.24622  -0.40
C11 1.37511 -3.39247 0.35028  -0.39
P1 -0.26101 2.71842 0.15600  1.00
H16 1.42744 4.53352 -0.20583  0.06
H17 2.06780 3.04509 0.53444  0.06
P2 -0.26562 -2.63976 0.61700  0.99
H18 2.06109 -2.89011 1.05809  0.06
H19 1.42200 -4.48210 0.58068  0.06
C12 -0.77035 -3.06161 2.36437  -0.53
C13 -1.38034 -3.70382 -0.45326  -0.54
C14 -1.37480 3.58817 -1.08659  -0.54
C15 -0.76558 3.45015 1.81080  -0.51
C16 -0.54860 2.49672 2.93265  -0.23
H20 -1.85124 3.63238 1.70773  0.12
C17 -0.08027 4.76637 2.16820  -0.11
H21 0.98428 4.61027 2.38217  0.08
H22 -0.54058 5.19022 3.07516  0.10
H23 -0.16252 5.52360 1.37600  0.06
H24 -1.04960 1.49259 2.66778  0.00
H25 -1.04208 2.78954 3.86112  0.11
H26 0.51238 2.28717 3.14027  0.07
H27 -0.92949 3.28234 -2.04713  0.07
C18 -1.37080 5.11485 -1.03233  -0.11
C19 -2.79810 3.04697 -1.03763  -0.11
H28 -0.36215 5.54114 -1.03281  0.06
H29 -1.91436 5.48790 -0.15370  0.08
H30 -1.89200 5.50941 -1.92452  0.09
H31 -2.83662 1.99862 -1.36708  0.06
H32 -3.44201 3.63922 -1.70508  0.09
H33 -3.22428 3.09921 -0.02884  0.08
H34 -0.93855 -3.56969 -1.45349  0.07
C20 -2.80196 -3.16025 -0.49181  -0.11
C21 -1.37224 -5.19699 -0.13292  -0.11
H35 -0.36258 -5.61507 -0.06563  0.06
H36 -1.89792 -5.74234 -0.93909  0.09
H37 -1.90974 -5.41105 0.80103  0.08
H38 -2.83740 -2.17684 -0.98256  0.06
H39 -3.22917 -3.05103 0.51241  0.08
H40 -3.44661 -3.84956 -1.05818  0.09
C22 -0.57040 -2.01475 3.31582  -0.29
C23 -0.08165 -4.29350 2.95836  -0.10
H41 -1.85484 -3.26038 2.30752  0.13
H42 0.98189 -4.09971 3.14212  0.08
H43 -0.16110 -5.17864 2.31188  0.06
H44 -0.54219 -4.55399 3.92544  0.10
H45 0.53334 -1.75691 3.47301  0.09
H46 -1.05502 -2.06249 4.28156  0.11
H47 -1.12221 -1.01295 2.86600  0.05
C24 -2.17138 0.06989 0.58675  -0.33
H48 -2.79850 -0.00280 -0.30459  -0.02
H49 -2.55706 -0.75050 1.25933  -0.02
H50 -2.54397 0.99452 1.11284  -0.02
S1 0.10053 0.05683 1.95469  0.62
C25 0.07330 0.09599 3.78200  -0.61
N1 0.00804 0.05494 4.98709  0.13

Properties
- LUMO level (spin up / spin down): -0.94 / -2.35 eV
- Electronic energy: -88377.2661 eV
- Gap between HOMO and LUMO (spin up / spin down): 5.28 / 3.87 eV
- Total charge: 0
- ⟨S²⟩: 6.040
- Multiplicity: 5

=====

The following is a quantum chemistry calculation of a molecular structure, C25H50ClNP2SSi2Ti in a non-equilibrium geometry, from the Open Molecules 2025 dataset.

Last column: Löwdin charge in e.
Geometry (Å):
Ti1 -0.04086 0.08131 -0.12338  0.73
C1 -1.96358 -0.81821 1.33446  -0.14
C2 -1.95657 0.59797 1.27456  -0.32
C3 -2.09365 0.97484 -0.13377  -0.19
Si1 -1.98527 1.62104 2.86691  0.53
C4 -2.12655 -0.23589 -0.90552  -0.19
C5 -2.00786 -1.35874 0.02503  -0.32
Si2 -2.10494 -3.23249 -0.22988  0.53
H1 -1.99116 -1.41129 2.26459  0.12
H2 -2.36756 1.97158 -0.49562  0.12
H3 -2.42888 -0.31556 -1.95542  0.12
Cl1 2.89928 2.12470 -3.45058  -0.49
C6 -2.54319 -4.11488 1.35991  -0.17
C7 -3.32214 -3.72221 -1.56496  -0.16
C8 -2.42112 0.55952 4.34412  -0.17
C9 -3.16706 3.07073 2.78093  -0.16
H4 -4.32167 -3.78169 -1.09962  0.04
H5 -3.06141 -4.72349 -1.94888  0.04
H6 -3.36088 -3.01112 -2.40361  0.03
H7 -1.78836 -3.91381 2.13490  0.04
H8 -2.57954 -5.19913 1.17016  0.04
H9 -3.53153 -3.78950 1.72254  0.04
H10 -4.17803 2.69746 3.02080  0.04
H11 -3.19246 3.55822 1.79515  0.03
H12 -2.88610 3.81506 3.54575  0.04
H13 -3.42628 0.12427 4.22833  0.04
H14 -2.41548 1.18309 5.25134  0.04
H15 -1.68999 -0.25288 4.46802  0.04
C10 -0.30112 -3.56945 -0.70475  -0.40
C11 -0.16953 2.14508 2.93195  -0.40
P1 0.46183 -2.15722 -1.59034  1.03
H16 -0.27374 -4.50115 -1.29348  0.04
H17 0.24340 -3.72161 0.24591  0.06
P2 0.56693 2.35334 1.26079  1.04
H18 0.36831 1.32905 3.45171  0.06
H19 -0.10504 3.06864 3.52992  0.04
C12 2.29146 3.13097 1.59972  -0.50
C13 -0.34388 3.89860 0.64635  -0.53
C14 -0.47077 -2.23505 -3.24466  -0.52
C15 2.15192 -2.81875 -2.18201  -0.50
C16 3.25006 -2.20415 -1.34621  -0.20
H20 2.22331 -2.46678 -3.22550  0.10
C17 2.35499 -4.33483 -2.08606  -0.12
H21 2.24372 -4.70523 -1.05536  0.08
H22 3.38605 -4.55077 -2.40139  0.09
H23 1.69534 -4.92477 -2.72796  0.06
H24 3.29343 -1.11574 -1.34646  0.06
H25 4.23406 -2.58356 -1.63943  0.09
H26 3.10408 -2.52607 -0.30780  -0.01
H27 -1.52866 -2.13005 -2.95911  0.06
C18 -0.28459 -3.55936 -3.98977  -0.11
C19 -0.06093 -1.05044 -4.12189  -0.11
H28 -0.53434 -4.45054 -3.40002  0.06
H29 0.74221 -3.66116 -4.36677  0.08
H30 -0.95933 -3.55015 -4.85685  0.09
H31 -0.41459 -0.09361 -3.72381  0.06
H32 -0.50430 -1.18653 -5.11545  0.09
H33 1.03035 -0.97723 -4.23365  0.08
H34 -1.40734 3.61664 0.69330  0.06
C20 0.05657 4.16912 -0.80535  -0.10
C21 -0.09762 5.12090 1.53024  -0.11
H35 -0.33362 4.96720 2.59088  0.06
H36 -0.74865 5.92534 1.16496  0.09
H37 0.94165 5.46374 1.44543  0.08
H38 -0.31878 3.40471 -1.49422  0.06
H39 1.14817 4.21679 -0.93058  0.08
H40 -0.37183 5.13371 -1.09871  0.09
C22 3.38079 2.11870 1.38360  -0.15
C23 2.49488 3.72092 2.99617  -0.12
H41 2.32825 3.95293 0.86865  0.10
H42 2.35794 2.92888 3.74255  0.08
H43 1.88113 4.58149 3.30954  0.07
H44 3.53690 4.06570 3.06211  0.09
H45 3.26648 1.29833 2.09280  0.03
H46 4.33867 2.60455 1.56219  0.09
H47 3.39117 1.61804 0.42704  0.06
C24 0.99508 1.00992 -1.65005  -0.37
H48 0.25920 1.45497 -2.33318  0.01
H49 1.64532 1.84034 -1.34824  -0.07
H50 1.61404 0.35935 -2.27929  -0.07
S1 4.12163 -1.17315 1.40179  0.72
C25 2.52918 -1.01567 1.39357  -0.89
N1 1.35296 -0.73380 1.25092  -0.04

Properties
- LUMO level: -1.41 eV
- Electronic energy: -109034.2926 eV
- Gap between HOMO and LUMO: 5.00 eV
- ΔE to the lowest compared entry with this formula, charge and spin: 0.230 eV
- Total charge: 0